C53H42ClCrF10N4O8PS2 as an isolated structure, computed with ωB97M-V/def2-TZVPD.

Its LUMO energy (spin up / spin down) is -3.4506 / -3.4498 eV. As for the charge: +1. As for the spin multiplicity: 4. As for the expectation value of S²: 3.855.

XYZ file:
```
122
Properties=species:S:1:pos:R:3:forces:R:3:lowdin_charge:R:1
Cr -0.187 1.090 -0.415 0.5 0.5 -0.1 0.856
C 4.838 -4.950 -1.243 0.0 0.0 0.0 -0.056
C 4.377 -4.165 -0.026 -0.1 0.1 -0.1 -0.180
N 3.171 -3.362 -0.290 0.0 -0.2 0.0 -0.020
C 3.319 -2.079 -0.671 0.1 0.0 0.0 0.056
C 2.289 -1.223 -0.907 0.1 0.0 0.0 -0.011
C 2.579 0.167 -1.383 -0.1 0.1 0.1 -0.550
O 3.696 0.454 -1.765 0.0 0.0 0.0 0.095
O 1.571 0.985 -1.358 0.0 0.0 0.1 -0.206
C 0.958 -1.672 -0.726 -0.1 0.0 0.1 -0.242
O -0.045 -0.938 -0.814 -0.3 -0.2 0.2 -0.069
C 0.785 -3.090 -0.430 0.0 0.1 0.0 -0.026
C -0.502 -3.621 -0.337 -0.1 0.1 0.0 0.105
C -0.672 -4.938 -0.049 0.0 -0.1 0.0 -0.175
F -1.923 -5.446 -0.013 0.0 0.0 0.0 0.072
C 0.417 -5.792 0.194 -0.2 -0.1 0.0 -0.133
C 1.691 -5.262 0.113 0.1 0.0 0.0 0.053
C 1.894 -3.912 -0.207 0.2 0.0 0.0 -0.105
N 0.249 -7.159 0.530 0.1 0.0 0.0 -0.100
C 0.987 -8.174 -0.203 -0.1 0.0 -0.1 -0.124
C 1.576 -9.163 0.811 0.0 0.0 0.1 -0.067
N 0.688 -9.131 2.034 0.0 0.1 -0.1 0.056
C -0.760 -9.070 1.627 0.1 0.0 0.0 -0.069
C -1.022 -7.678 1.027 0.1 0.0 0.0 -0.126
H 5.725 -5.534 -0.998 0.0 0.0 0.0 0.084
H 5.093 -4.275 -2.060 0.0 0.0 0.0 0.088
H 4.062 -5.628 -1.602 0.0 0.0 0.0 0.068
H 5.148 -3.470 0.300 0.0 0.0 0.0 0.127
H 4.172 -4.813 0.824 0.0 0.0 0.0 0.112
H 4.335 -1.721 -0.792 0.0 0.0 0.0 0.158
H -1.358 -2.979 -0.504 0.0 0.0 0.0 0.138
H 2.534 -5.907 0.317 0.0 0.0 0.0 0.106
H 1.785 -7.729 -0.789 0.0 0.0 0.0 0.129
H 0.330 -8.700 -0.904 0.0 0.0 0.0 0.138
H 2.574 -8.885 1.143 0.0 0.0 0.0 0.135
H 1.591 -10.186 0.441 0.0 0.0 0.0 0.137
H 0.903 -8.271 2.543 0.0 0.0 0.0 0.184
H 0.878 -9.921 2.649 0.0 0.0 0.0 0.186
H -1.377 -9.265 2.499 0.0 0.0 0.0 0.139
H -0.905 -9.873 0.908 0.0 0.0 0.0 0.136
H -1.405 -7.006 1.792 0.0 0.0 0.0 0.139
H -1.789 -7.780 0.256 0.0 0.0 0.0 0.134
C -4.726 2.698 4.022 0.0 -0.1 -0.1 -0.017
C -4.927 2.121 2.647 -0.3 0.3 0.0 -0.210
C -5.718 0.991 2.457 -0.3 0.0 0.0 -0.053
C -5.896 0.459 1.192 -0.3 0.6 0.3 -0.545
Cl -6.897 -0.963 0.998 -3.4 3.4 1.9 0.896
C -5.311 1.039 0.080 -0.7 0.8 0.1 -0.087
C -4.525 2.167 0.257 -0.3 0.0 -0.1 0.026
C -4.333 2.690 1.527 -0.3 0.1 -0.1 -0.239
O -3.574 3.835 1.633 -0.4 0.2 0.4 -0.021
C -2.264 3.616 2.086 0.2 0.0 -0.1 -0.080
C -1.487 2.901 1.004 0.3 -0.4 0.0 -0.639
O -0.618 2.003 1.377 0.1 0.1 -0.5 -0.141
O -1.690 3.162 -0.182 0.0 -0.1 0.1 -0.022
H -5.603 2.519 4.644 0.0 0.0 0.0 0.084
H -4.550 3.772 3.975 0.0 0.0 0.0 0.088
H -3.869 2.236 4.518 0.0 0.0 0.0 0.088
H -6.202 0.525 3.306 0.0 0.0 0.0 0.122
H -5.476 0.622 -0.906 -0.2 0.5 0.4 0.113
H -4.041 2.655 -0.581 -0.1 0.0 0.0 0.128
H -2.207 3.052 3.019 -0.1 0.0 0.0 0.134
H -1.826 4.605 2.225 0.0 0.0 0.1 0.131
O -3.069 0.334 2.304 0.7 -0.3 0.2 -0.235
S -2.530 -0.484 1.263 0.1 0.0 -0.4 0.709
O -1.503 -1.434 1.613 0.0 0.1 0.0 -0.271
N -2.043 0.423 -0.057 -0.2 -0.4 0.0 -0.246
C -2.685 0.108 -1.195 -0.2 -0.4 0.5 -0.820
S -2.171 0.704 -2.645 0.2 0.1 0.0 0.780
C -3.795 -0.852 -0.949 0.8 -0.4 -1.0 -0.281
C -4.730 -1.325 -1.850 0.4 -0.2 0.0 -0.034
C -5.696 -2.210 -1.386 0.2 -0.6 -0.1 -0.084
C -5.718 -2.610 -0.051 1.2 -1.4 -1.6 -0.259
C -4.775 -2.138 0.853 2.2 -1.0 -0.3 -0.159
C -3.824 -1.264 0.367 -0.1 -1.0 0.4 -0.255
H -4.704 -0.991 -2.881 0.0 0.0 0.0 0.119
H -6.449 -2.585 -2.067 0.0 0.0 0.0 0.113
H -6.492 -3.283 0.293 0.1 -0.1 -0.1 0.104
H -4.801 -2.424 1.897 0.0 0.0 -0.1 0.131
F 1.437 9.118 2.556 0.1 0.0 0.0 0.150
C 0.235 8.691 2.133 0.0 -0.1 -0.1 -0.593
F -0.274 9.652 1.353 -0.1 0.1 0.0 0.147
F -0.547 8.591 3.219 -0.1 0.0 0.1 0.144
C 0.346 7.376 1.411 0.0 0.0 0.0 -0.110
C 0.454 6.208 2.155 0.0 0.0 0.0 0.001
C 0.611 5.000 1.506 0.2 0.0 0.0 -0.083
C 0.658 4.937 0.111 0.1 0.0 0.1 -0.288
C 0.550 6.112 -0.622 -0.1 0.0 0.1 -0.032
C 0.394 7.331 0.030 0.0 0.0 -0.1 0.014
P 1.045 3.304 -0.616 -0.1 0.1 -0.2 1.151
C 1.089 3.591 -2.407 0.1 0.1 0.1 -0.321
C 2.234 3.425 -3.179 0.0 -0.1 0.0 -0.048
C 2.176 3.616 -4.550 0.0 0.0 0.0 0.013
C 0.972 3.957 -5.148 0.0 0.0 0.0 -0.111
C -0.178 4.102 -4.388 -0.1 0.0 0.1 0.010
C -0.124 3.917 -3.014 0.0 0.1 -0.1 -0.080
C 0.904 4.117 -6.644 0.0 -0.1 0.2 -0.593
F 2.078 4.508 -7.158 0.1 0.1 -0.1 0.142
F -0.020 5.016 -7.009 -0.1 0.1 0.0 0.146
F 0.581 2.957 -7.243 0.0 -0.1 -0.1 0.147
C 2.721 3.104 0.067 0.0 -0.1 -0.1 -0.310
C 3.792 3.878 -0.358 0.0 0.0 0.0 -0.048
C 5.064 3.649 0.150 0.0 0.1 0.0 0.018
C 5.253 2.666 1.104 0.0 -0.1 0.0 -0.111
C 4.176 1.933 1.588 0.0 0.0 0.0 0.007
C 2.914 2.152 1.068 0.1 0.0 0.0 -0.068
C 6.626 2.376 1.642 -0.1 0.0 -0.1 -0.592
F 6.850 1.050 1.715 0.0 -0.1 0.0 0.133
F 7.592 2.901 0.881 0.1 0.0 0.0 0.146
F 6.786 2.860 2.883 0.0 0.1 0.2 0.151
H 0.415 6.248 3.236 0.0 0.0 0.0 0.132
H 0.717 4.092 2.092 0.0 0.0 0.0 0.117
H 0.582 6.095 -1.702 0.0 0.0 0.0 0.106
H 0.309 8.244 -0.544 0.0 0.0 0.0 0.126
H 3.160 3.104 -2.723 0.0 0.0 0.0 0.101
H 3.065 3.491 -5.154 0.0 0.0 0.0 0.127
H -1.116 4.355 -4.864 0.0 0.0 0.0 0.129
H -1.025 4.017 -2.418 0.0 0.0 0.0 0.108
H 3.646 4.657 -1.095 0.0 0.0 0.0 0.118
H 5.904 4.229 -0.205 0.0 0.0 0.0 0.127
H 4.328 1.190 2.361 0.0 0.0 0.0 0.128
H 2.072 1.582 1.447 0.0 0.0 0.0 0.109
```
Positions in Å, forces in eV/Å.

---

A 3-piece molecular cluster, C5H16N2O overall, computed with ωB97M-V/def2-TZVPD.

Its LUMO energy is -2.2917 eV. As for the charge: 0.

XYZ file:
```
24
Properties=species:S:1:pos:R:3:forces:R:3:lowdin_charge:R:1
C 0.311 -1.751 -1.619 2.4 0.7 -0.2 -0.059
C 0.588 -0.691 -0.551 0.4 0.1 0.0 -0.441
C 0.120 0.709 -0.946 1.4 0.7 -0.4 -0.245
C 0.565 1.330 -2.284 -0.1 -0.6 -1.6 -0.113
N 0.034 -1.117 0.744 -1.3 0.3 1.2 -0.037
C 0.628 -0.448 1.933 2.1 -0.7 -0.3 -0.320
N -0.225 0.001 3.016 -1.6 0.7 -1.5 0.004
H -0.703 -1.638 -2.010 0.2 -0.5 -0.1 0.081
H 1.133 -1.552 -2.384 -1.5 -0.2 0.2 0.091
H 0.619 -2.723 -1.203 -0.9 0.1 -0.2 0.075
H 1.675 -0.590 -0.400 -0.1 -0.5 -0.1 0.140
H 0.636 1.426 -0.309 -0.6 -0.2 1.0 0.093
H -0.944 0.757 -0.775 -0.2 0.4 -0.3 0.078
H -0.041 0.996 -3.148 -0.5 0.6 0.5 0.068
H 0.629 2.440 -2.205 -0.4 -0.8 -0.2 0.078
H 1.524 1.008 -2.724 0.3 0.0 1.0 0.068
H -0.911 -0.726 0.821 0.1 -0.4 -0.7 0.030
H 1.386 -1.090 2.420 -0.4 -0.2 -0.4 0.111
H 1.211 0.353 1.481 -0.1 0.8 0.8 0.101
H -0.974 -0.690 3.155 0.4 -0.4 0.6 0.043
H -0.764 0.809 2.635 0.7 -0.3 0.6 0.027
H -2.250 -0.180 1.962 1.0 3.6 -1.9 0.365
H -2.443 2.025 1.328 -0.2 -0.3 0.1 -0.005
O -1.807 1.342 1.061 -1.3 -2.9 1.9 -0.232
```
Positions in Å, forces in eV/Å.

---

A 2-piece molecular cluster, C4H10OS2 overall, computed with ωB97M-V/def2-TZVPD.

Its LUMO energy is 0.7140 eV. As for the charge: 0. Its SMILES is C1CSCSC1.O.

XYZ file:
```
17
Properties=species:S:1:pos:R:3:forces:R:3:lowdin_charge:R:1
S 1.020 1.217 0.850 0.6 0.1 -0.5 0.795
S 3.045 -1.001 0.400 1.1 -0.6 0.9 0.791
C 2.517 0.650 -0.030 -0.5 0.1 -1.0 -0.808
C 0.000 0.000 0.000 -0.5 0.0 -0.5 -0.525
C 1.646 -2.013 -0.111 -0.9 0.5 -0.8 -0.501
C 0.321 -1.436 0.410 -0.5 -0.2 1.0 -0.324
H 2.203 0.535 -1.085 0.2 0.6 0.3 0.032
H 3.365 1.361 -0.006 -0.5 -0.5 0.3 0.049
H -1.047 0.283 0.223 0.5 -0.4 -0.1 0.083
H 0.147 0.089 -1.094 -0.2 0.3 0.4 0.081
H 1.623 -2.027 -1.217 0.0 -0.1 0.4 0.079
H 1.795 -3.054 0.236 0.1 0.7 0.0 0.086
H 0.361 -1.400 1.515 -0.1 -0.5 -0.6 0.071
H -0.545 -2.065 0.125 0.5 0.1 0.1 0.119
O -0.499 -0.572 3.660 0.7 0.8 0.2 -0.099
H 0.420 -0.533 3.310 -0.9 0.2 0.4 0.017
H -0.609 0.265 4.164 0.2 -0.9 -0.6 0.053
```
Positions in Å, forces in eV/Å.

---

One molecule with the formula C5H10O2, computed with ωB97M-V/def2-TZVPD.

Its LUMO energy is 0.8281 eV. As for the charge: 0. Its SMILES is CC(=O)C(C)(C)O.

XYZ file:
```
17
Properties=species:S:1:pos:R:3:forces:R:3:lowdin_charge:R:1
C 1.802 0.278 -0.994 0.0 0.0 0.0 0.004
C 1.075 -0.356 0.166 0.2 -0.3 0.2 -0.378
O 1.662 -0.992 1.020 0.1 0.3 -0.4 0.089
C -0.433 -0.197 0.301 -0.2 -1.3 0.4 -0.521
C -0.797 1.035 1.121 -0.4 -0.6 0.9 -0.009
C -1.237 -0.402 -0.972 0.0 -0.1 0.0 -0.021
O -0.879 -1.276 1.248 0.7 -0.6 -1.4 -0.088
H 1.553 -0.258 -1.918 0.0 0.1 0.2 0.093
H 2.878 0.204 -0.820 -0.2 0.0 0.0 0.089
H 1.509 1.324 -1.128 0.0 -0.1 0.0 0.093
H -1.181 0.212 1.855 -0.3 3.4 0.3 0.120
H -1.554 1.700 0.676 0.3 -0.4 0.2 0.083
H 0.048 1.630 1.501 -0.3 -0.3 -0.1 0.085
H -2.298 -0.240 -0.752 0.2 -0.1 0.0 0.093
H -1.104 -1.437 -1.297 -0.1 0.1 -0.1 0.093
H -0.955 0.275 -1.788 0.1 -0.1 0.3 0.088
H -0.090 -1.500 1.781 -0.1 0.0 -0.4 0.089
```
Positions in Å, forces in eV/Å.

---

E_tot
In order: -177056.8955; -10466.5081; -28027.9816; -9441.0301
Unit: eV
F_max
In order: 5.2; 4.2; 1.6; 3.4
Unit: eV Å⁻¹
Relative energy (zero: lowest compared OMol25 entry of this formula, charge and spin)
In order: 74.8; 138.7; 14.1; 46.4
Unit: kcal/mol